{"formula": "C25H22ClO6P2Sr", "method": "wB97M-V/def2-TZVPD", "homo_ev": -12.4, "e_tot_ha": -2590.68326, "molar_mass_g_mol": 603.5, "max_force_ev_per_a": 0.4, "charge": 1, "symbols": ["Sr", "O", "P", "C", "P", "O", "C", "C", "C", "C", "C", "C", "C", "C", "C", "C", "C", "C", "C", "C", "C", "C", "C", "C", "C", "C", "C", "C", "C", "C", "H", "H", "H", "H", "H", "H", "H", "H", "H", "H", "H", "H", "H", "H", "H", "H", "H", "H", "H", "H", "H", "H", "O", "Cl", "O", "O", "O"], "positions_angstrom": [[-2.738976, -2.397878, -0.332171], [-0.290453, -2.243482, -0.386759], [0.739970, -1.174902, -0.652318], [-0.033599, 0.396652, -1.156120], [-1.495788, 0.965121, -0.222146], [-2.653626, 0.041939, -0.482909], [-1.036951, 0.964209, 1.513219], [-1.494296, -0.035040, 2.364384], [-1.084406, -0.067813, 3.689757], [-0.206153, 0.891872, 4.169279], [0.258108, 1.891103, 3.324302], [-0.157616, 1.928273, 2.004714], [-1.772328, 2.657960, -0.719156], [-1.350616, 3.139443, -1.957176], [-1.658383, 4.435263, -2.338406], [-2.393748, 5.250715, -1.489989], [-2.825827, 4.773064, -0.260049], [-2.517830, 3.479559, 0.127419], [1.759222, -0.853719, 0.784604], [2.566794, 0.278396, 0.889723], [3.399491, 0.435399, 1.984397], [3.428442, -0.533818, 2.979186], [2.623511, -1.658689, 2.880425], [1.790610, -1.822362, 1.783567], [1.793027, -1.642872, -2.023766], [1.607367, -2.894200, -2.604241], [2.411412, -3.287779, -3.664782], [3.394433, -2.436358, -4.145074], [3.583117, -1.187630, -3.564981], [2.786956, -0.791234, -2.505094], [-0.358221, 0.260265, -2.192937], [0.727192, 1.181923, -1.162418], [-2.180502, -0.813760, 2.047152], [-1.454741, -0.845000, 4.344759], [0.112474, 0.864095, 5.202641], [0.938121, 2.646177, 3.695031], [0.198937, 2.720159, 1.355665], [-0.783487, 2.513135, -2.634292], [-1.326725, 4.806736, -3.298368], [-2.633712, 6.262163, -1.789317], [-3.403717, 5.406754, 0.398668], [-2.859865, 3.115608, 1.088581], [2.554807, 1.049359, 0.128281], [4.026293, 1.313642, 2.062491], [4.081636, -0.410723, 3.832812], [2.644930, -2.414847, 3.653622], [1.166693, -2.703460, 1.702968], [0.846510, -3.561664, -2.222144], [2.267735, -4.262619, -4.110595], [4.020340, -2.745225, -4.971486], [4.354294, -0.526668, -3.936688], [2.956082, 0.179795, -2.054274], [-5.474532, -5.125429, 0.926339], [-4.910061, -4.551487, -0.226436], [-5.434456, -5.050885, -1.434000], [-5.073056, -3.075260, -0.184485], [-3.434806, -4.733992, -0.211390]], "forces_ev_per_a": [[0.23, 0.22, -0.10], [-0.41, 0.08, 0.05], [0.07, 0.08, -0.02], [0.08, 0.11, -0.08], [0.29, 0.02, 0.13], [-0.02, -0.45, 0.01], [0.01, 0.05, -0.10], [0.03, -0.16, 0.28], [0.01, -0.02, -0.03], [0.00, 0.00, -0.03], [-0.01, 0.00, 0.01], [-0.01, 0.06, -0.03], [-0.06, -0.03, 0.02], [0.04, -0.01, -0.02], [0.00, 0.02, -0.01], [0.00, -0.01, 0.00], [0.00, -0.02, 0.01], [-0.03, 0.05, 0.00], [-0.01, 0.02, -0.04], [0.03, 0.00, 0.01], [0.01, -0.01, 0.00], [-0.01, 0.00, -0.01], [0.00, 0.00, 0.00], [-0.01, -0.03, 0.05], [-0.03, 0.03, 0.02], [0.02, -0.02, -0.02], [-0.01, -0.01, 0.00], [-0.01, -0.01, 0.01], [0.01, 0.00, 0.00], [0.02, 0.04, 0.00], [0.02, 0.00, 0.00], [0.00, -0.01, 0.02], [-0.05, 0.22, -0.17], [0.01, 0.01, 0.01], [0.00, 0.00, 0.00], [0.00, 0.00, 0.01], [-0.01, 0.00, -0.01], [0.00, 0.00, 0.00], [0.00, 0.00, 0.00], [0.00, 0.00, 0.00], [0.00, 0.01, -0.01], [0.02, -0.03, 0.00], [0.00, -0.01, -0.01], [0.00, 0.00, 0.00], [0.00, 0.00, 0.00], [0.01, 0.01, 0.01], [0.00, 0.01, -0.02], [-0.01, 0.02, 0.02], [0.01, 0.00, -0.01], [0.00, 0.00, 0.00], [0.00, 0.00, 0.00], [-0.01, 0.00, 0.01], [-0.11, -0.14, 0.22], [0.15, 0.20, 0.05], [-0.12, -0.13, -0.23], [-0.11, -0.03, -0.01], [-0.01, -0.11, -0.01]], "lowdin_charge": [1.697, -0.499, 0.750, -0.289, 0.738, -0.483, -0.295, -0.075, -0.055, -0.049, -0.055, -0.080, -0.289, -0.072, -0.059, -0.052, -0.053, -0.067, -0.280, -0.090, -0.065, -0.057, -0.056, -0.062, -0.280, -0.063, -0.057, -0.055, -0.061, -0.074, 0.089, 0.074, 0.086, 0.116, 0.116, 0.117, 0.120, 0.102, 0.114, 0.115, 0.115, 0.118, 0.099, 0.114, 0.114, 0.114, 0.110, 0.105, 0.114, 0.115, 0.113, 0.100, -0.257, 0.667, -0.262, -0.521, -0.523]}

{"formula": "C25H22F2IN2O2Zr", "method": "wB97M-V/def2-TZVPD", "homo_ev": -10.9, "e_tot_ha": -1770.17839, "molar_mass_g_mol": 638.6, "max_force_ev_per_a": 1.2, "charge": 1, "symbols": ["Zr", "C", "C", "C", "C", "C", "C", "C", "H", "H", "H", "H", "H", "H", "H", "H", "C", "O", "C", "C", "C", "C", "C", "C", "N", "N", "C", "C", "O", "C", "C", "C", "C", "C", "C", "C", "C", "H", "H", "H", "H", "H", "H", "H", "H", "H", "H", "H", "H", "H", "I", "F", "C", "F", "H"], "positions_angstrom": [[-1.030828, 0.545477, -0.448498], [-2.520160, -1.527779, -3.976973], [-2.796138, -1.546469, -2.502842], [-3.318364, -0.425736, -1.852444], [-3.619525, -0.464819, -0.486657], [-3.409301, -1.635249, 0.242362], [-2.891681, -2.751752, -0.401014], [-2.584836, -2.704197, -1.750660], [-3.297005, -2.082430, -4.506052], [-1.565217, -1.999244, -4.205971], [-2.515819, -0.512037, -4.370093], [-3.510349, 0.481815, -2.412953], [-4.066081, 0.410002, -0.027440], [-3.646687, -1.686848, 1.296333], [-2.721838, -3.661984, 0.158218], [-2.179320, -3.581921, -2.239277], [-3.112002, 1.218672, 2.451086], [-1.796946, 1.250939, 1.877725], [-0.984535, 2.282094, 2.339784], [-1.377735, 3.271158, 3.219489], [-0.444636, 4.219018, 3.623929], [0.862378, 4.181640, 3.164064], [1.253225, 3.192669, 2.278168], [0.324084, 2.255424, 1.859652], [0.586067, 1.214015, 0.947030], [1.754533, 0.742754, 0.912010], [1.965878, -0.437448, 0.254937], [0.955290, -1.423532, 0.147226], [-0.323598, -1.184135, 0.396996], [1.332970, -2.747428, -0.188306], [2.623476, -3.053004, -0.480557], [3.658537, -2.077697, -0.437765], [4.991165, -2.403468, -0.754621], [5.974719, -1.452777, -0.684534], [5.653258, -0.144213, -0.294493], [4.359816, 0.201030, 0.012938], [3.338994, -0.760308, -0.047876], [-3.041092, 1.241728, 3.536802], [-3.704739, 2.058676, 2.086820], [-3.559585, 0.277750, 2.153210], [-2.388667, 3.331855, 3.592108], [-0.753600, 4.997761, 4.307209], [1.572263, 4.928744, 3.488752], [2.262184, 3.142284, 1.893553], [0.548454, -3.491531, -0.217122], [2.889405, -4.066288, -0.756947], [5.223464, -3.417957, -1.053844], [6.997355, -1.705555, -0.927900], [6.433716, 0.602793, -0.241056], [4.118762, 1.214863, 0.299230], [-2.321245, 3.042658, -0.845511], [0.123538, -0.587169, -2.593438], [-0.408641, 0.687865, -2.513799], [0.617276, 1.419079, -1.819984], [-0.530634, 1.120212, -3.501006]], "forces_ev_per_a": [[-0.45, 0.47, 0.99], [0.00, -0.01, -0.01], [-0.04, 0.01, 0.05], [0.21, -0.02, -0.15], [0.08, 0.02, 0.22], [0.08, 0.05, -0.04], [0.00, -0.05, 0.00], [-0.02, 0.03, 0.01], [0.00, 0.01, -0.01], [0.00, 0.00, 0.00], [0.00, 0.00, 0.00], [-0.05, -0.02, 0.00], [-0.04, -0.03, -0.02], [-0.03, 0.01, -0.01], [0.00, 0.00, 0.00], [0.00, 0.00, 0.00], [-0.05, -0.05, -0.01], [-0.01, 0.05, 0.09], [0.18, -0.02, -0.09], [-0.09, -0.01, 0.01], [0.03, 0.00, -0.01], [-0.02, 0.03, 0.02], [0.02, -0.07, -0.09], [-0.14, 0.21, 0.26], [0.12, -0.33, -0.35], [-0.17, 0.25, 0.18], [-0.14, -0.19, -0.03], [0.44, -0.06, -0.08], [-0.22, 0.47, -0.39], [-0.05, -0.06, -0.01], [-0.02, 0.00, -0.01], [0.01, 0.18, 0.04], [0.01, -0.03, -0.01], [0.00, -0.03, 0.00], [-0.05, 0.02, 0.01], [0.06, 0.04, 0.00], [-0.04, -0.20, -0.03], [0.03, 0.00, 0.00], [0.01, 0.00, -0.02], [0.00, 0.03, -0.02], [0.00, -0.01, -0.01], [-0.01, 0.00, 0.00], [0.01, 0.00, -0.01], [0.01, 0.00, 0.00], [0.02, -0.01, 0.00], [-0.03, -0.01, 0.01], [0.01, 0.00, 0.00], [0.00, -0.01, 0.00], [0.00, 0.01, 0.00], [0.01, 0.01, 0.00], [0.10, -0.22, 0.00], [0.22, -0.07, -0.31], [0.03, -0.22, -0.38], [-0.04, -0.16, 0.17], [0.00, 0.02, 0.04]], "lowdin_charge": [1.525, -0.031, -0.276, -0.136, -0.192, -0.085, -0.055, -0.015, 0.099, 0.089, 0.084, 0.097, 0.084, 0.113, 0.122, 0.130, -0.055, -0.272, -0.275, -0.006, -0.045, -0.055, 0.009, -0.203, -0.083, 0.152, -0.152, -0.315, -0.219, 0.008, 0.019, -0.159, -0.019, -0.060, -0.052, -0.016, -0.097, 0.111, 0.094, 0.068, 0.116, 0.117, 0.115, 0.118, 0.121, 0.127, 0.119, 0.111, 0.112, 0.107, 0.350, -0.032, -0.400, -0.131, 0.119]}

no.,LUMO level (Eh)
1,-0.10365
2,-0.14851